No. 1
Density functional theory data (ωB97M-V with the def2-TZVPD basis set) for a molecular structure, C3GaLiO6 in a non-equilibrium geometry.

Atoms and positions in Å:
O  -0.06  -2.15  -0.15
C  0.04  -0.94  0.18
O  -1.02  -0.27  0.53
C  -1.75  1.41  -0.48
O  -1.27  1.39  -1.57
O  -2.45  1.98  0.28
Li  -1.91  -2.09  0.49
C  1.36  -0.24  0.18
O  2.40  -0.83  -0.25
O  1.46  0.95  0.64
Ga  3.20  0.80  0.14

Its total charge is +1. For the HOMO energy (alpha / beta), the calculation gives -14.44 / -14.44 eV. The value obtained for the relative energy (zero: lowest compared OMol25 entry of this formula, charge and spin) is 20.7 kJ/mol. As for the spin multiplicity: 2. The HOMO-LUMO gap (alpha / beta) comes out at 8.45 / 5.97 eV.

Results of the natural (NBO) charge analysis, in e, for atoms 1 through 6:
1. O -0.6641
2. C 0.6482
3. O -0.7442
4. C 1.0087
5. O -0.5649
6. O -0.5134

=====

No. 2
Density functional theory data (ωB97M-V with the def2-TZVPD basis set) for 2 unconnected molecules or ions with the total composition C3H10BNO2 in a non-equilibrium geometry.

Atoms and positions in Å:
B  0.26  -0.96  -0.19
C  -2.25  -1.29  -0.31
C  2.56  -0.32  -0.11
C  0.10  1.85  0.15
N  -0.94  -1.68  0.09
O  1.50  -1.20  0.09
O  0.08  0.95  -0.89
H  -2.64  -2.20  -0.85
H  -2.92  -1.04  0.49
H  -2.37  -0.40  -1.04
H  2.12  0.59  -0.56
H  3.29  -0.61  -0.86
H  3.01  -0.11  0.84
H  -0.65  2.68  -0.03
H  1.01  2.30  0.35
H  -0.28  1.28  0.98
H  -0.78  -2.65  0.16

For the HOMO energy, the calculation gives -8.74 eV. The value obtained for the relative energy (zero: lowest compared OMol25 entry of this formula, charge and spin) is 254.8 kJ/mol. The HOMO-LUMO gap comes out at 9.23 eV.

Results of the natural (NBO) charge analysis, in e, for atoms 1 through 6:
1. B 1.2940
2. C -0.4072
3. C -0.2583
4. C -0.2333
5. N -0.9135
6. O -0.7256

=====

No. 3
Density functional theory data (ωB97M-V with the def2-TZVPD basis set) for a gas-phase ion, C3H10FN2S (charge +1) in a non-equilibrium geometry.

Atoms and positions in Å:
C  1.05  0.34  -0.72
C  -0.24  1.15  1.27
C  -1.26  -0.66  -0.59
N  -0.77  -1.85  -0.23
N  -0.28  0.68  -0.15
F  -3.05  1.10  -0.27
S  -2.84  -0.44  0.26
H  1.69  -0.11  0.10
H  0.77  -0.32  -1.52
H  1.69  1.16  -1.18
H  -0.12  0.35  1.93
H  0.57  1.83  1.47
H  -1.17  1.68  1.37
H  -1.22  -0.58  -1.68
H  0.02  -2.14  -0.67
H  -1.33  -2.48  0.28
H  -0.69  1.54  -0.59

Its total charge is +1. For the HOMO energy (alpha / beta), the calculation gives -11.13 / -14.92 eV. As for the spin multiplicity: 3. The HOMO-LUMO gap (alpha / beta) comes out at 8.22 / 8.08 eV.

Results of the natural (NBO) charge analysis, in e, for atoms 1 through 6:
1. C -0.4394
2. C -0.4308
3. C -0.0699
4. N -0.8199
5. N -0.4102
6. F -0.5399

=====

No. 4
Density functional theory data (ωB97M-V with the def2-TZVPD basis set) for 2 unconnected molecules or ions with the total composition C3H10FNP in a non-equilibrium geometry.

Atoms and positions in Å:
C  1.40  1.34  0.96
C  0.90  -1.60  0.81
C  -1.55  -0.12  -2.17
N  -2.14  0.58  -1.24
F  -0.40  0.23  2.33
P  0.18  -0.01  0.91
H  2.37  1.16  1.41
H  1.65  1.48  -0.19
H  1.78  -1.58  0.18
H  1.29  -1.85  1.73
H  0.16  -2.28  0.57
H  -0.61  -0.53  -1.93
H  -1.87  -0.29  -3.22
H  -0.98  0.31  -0.04
H  0.75  2.11  1.38
H  -2.93  1.05  -1.47

Its total charge is +1. For the HOMO energy, the calculation gives -14.79 eV. The value obtained for the relative energy (zero: lowest compared OMol25 entry of this formula, charge and spin) is 98.8 kJ/mol. The HOMO-LUMO gap comes out at 11.50 eV.

Results of the natural (NBO) charge analysis, in e, for atoms 1 through 6:
1. C -0.9654
2. C -1.0257
3. C 0.0143
4. N -0.6163
5. F -0.5239
6. P 1.5912

=====

No. 5
Density functional theory data (ωB97M-V with the def2-TZVPD basis set) for 2 unconnected molecules or ions with the total composition C3H10N in a non-equilibrium geometry.

Atoms and positions in Å:
C  -4.63  4.07  2.19
H  -3.80  3.46  1.89
H  -4.92  4.04  3.26
H  -4.32  5.09  1.95
H  -5.61  3.75  1.78
C  2.41  -1.18  -1.15
C  3.08  -3.57  -1.11
N  2.24  -2.65  -1.40
H  2.93  -0.76  -2.00
H  1.46  -0.59  -1.14
H  3.11  -0.98  -0.35
H  4.04  -3.26  -0.70
H  2.71  -4.54  -1.46
H  1.30  -2.87  -1.73

Its total charge is +1. For the HOMO energy, the calculation gives -13.97 eV. The value obtained for the relative energy (zero: lowest compared OMol25 entry of this formula, charge and spin) is 178.4 kJ/mol. The HOMO-LUMO gap comes out at 8.35 eV.

Results of the natural (NBO) charge analysis, in e, for atoms 1 through 6:
1. C -0.8613
2. H 0.2068
3. H 0.2189
4. H 0.2165
5. H 0.2191
6. C -0.4619

=====

No. 6
Density functional theory data (ωB97M-V with the def2-TZVPD basis set) for 2 unconnected molecules or ions with the total composition C3H10N in a non-equilibrium geometry.

Atoms and positions in Å:
N  -1.77  0.01  1.70
H  -1.62  0.27  0.71
H  -0.94  0.25  2.23
H  -1.87  -1.00  1.69
H  -2.60  0.50  2.02
C  1.92  -0.48  -0.55
C  0.66  -0.26  -1.35
C  -0.18  0.75  -1.11
H  1.81  -0.24  0.49
H  2.73  0.11  -1.00
H  2.23  -1.52  -0.61
H  0.66  -0.76  -2.32
H  -1.14  0.93  -1.58
H  0.10  1.46  -0.33

Its total charge is +1. For the HOMO energy, the calculation gives -13.54 eV. The value obtained for the relative energy (zero: lowest compared OMol25 entry of this formula, charge and spin) is 126.9 kJ/mol. The HOMO-LUMO gap comes out at 9.32 eV.

Results of the natural (NBO) charge analysis, in e, for atoms 1 through 6:
1. N -0.8675
2. H 0.4712
3. H 0.4589
4. H 0.4582
5. H 0.4589
6. C -0.6625

=====

No. 7
Density functional theory data (ωB97M-V with the def2-TZVPD basis set) for 2 unconnected molecules or ions with the total composition C3H10N.

Atoms and positions in Å:
C  0.62  1.47  1.38
N  1.60  1.31  0.60
H  -0.13  0.70  1.44
H  0.56  2.37  1.99
H  2.30  2.04  0.45
H  1.65  0.45  0.05
C  -0.09  -1.23  -0.72
C  -1.56  -0.85  -0.76
H  0.32  -1.24  0.29
H  0.53  -0.58  -1.36
H  0.05  -2.25  -1.09
H  -1.76  0.09  -0.22
H  -1.90  -0.68  -1.78
H  -2.17  -1.61  -0.28

Its total charge is +1. For the HOMO energy, the calculation gives -15.84 eV. The value obtained for the relative energy (zero: lowest compared OMol25 entry of this formula, charge and spin) is 130.8 kJ/mol. The HOMO-LUMO gap comes out at 10.03 eV.

Results of the natural (NBO) charge analysis, in e, for atoms 1 through 6:
1. C 0.1663
2. N -0.5696
3. H 0.2421
4. H 0.2404
5. H 0.4501
6. H 0.4578

=====

No. 8
Density functional theory data (ωB97M-V with the def2-TZVPD basis set) for 2 unconnected molecules or ions with the total composition C3H10N in a non-equilibrium geometry.

Atoms and positions in Å:
C  -0.23  -0.06  2.30
H  0.41  -1.01  2.15
H  -0.23  0.17  3.40
H  -1.33  -0.17  1.94
H  0.25  0.74  1.86
C  1.16  -0.25  -1.29
C  -1.03  0.68  -1.42
N  -0.16  -0.06  -0.90
H  1.13  0.16  -2.24
H  1.59  -1.32  -1.37
H  1.83  0.26  -0.73
H  -0.82  1.00  -2.46
H  -2.08  0.53  -1.15
H  -0.47  -0.66  -0.09

Its total charge is +2. For the HOMO energy (alpha / beta), the calculation gives -22.83 / -22.08 eV. The value obtained for the relative energy (zero: lowest compared OMol25 entry of this formula, charge and spin) is 496.5 kJ/mol. As for the spin multiplicity: 2. The HOMO-LUMO gap (alpha / beta) comes out at 12.42 / 4.13 eV.

Results of the natural (NBO) charge analysis, in e, for atoms 1 through 6:
1. C -0.6327
2. H 0.3207
3. H 0.5300
4. H 0.2977
5. H 0.2429
6. C -0.4476

=====

No. 9
Density functional theory data (ωB97M-V with the def2-TZVPD basis set) for a molecular structure, C3H10N2 in a non-equilibrium geometry.

Atoms and positions in Å:
C  -2.54  -0.25  -0.46
C  -2.56  0.81  0.52
N  0.45  0.14  0.10
C  1.85  0.35  -0.06
N  2.69  -0.90  -0.25
H  -2.24  -0.14  -1.50
H  -3.15  -1.12  -0.34
H  -1.59  -0.05  0.39
H  -3.31  0.86  1.30
H  -2.51  1.78  0.05
H  0.33  -0.27  1.03
H  2.28  0.74  0.89
H  2.01  0.98  -0.98
H  2.19  -1.72  -0.54
H  3.22  -0.99  0.60

For the HOMO energy, the calculation gives -6.60 eV. The value obtained for the relative energy (zero: lowest compared OMol25 entry of this formula, charge and spin) is 674.1 kJ/mol. The HOMO-LUMO gap comes out at 5.33 eV.

Results of the natural (NBO) charge analysis, in e, for atoms 1 through 6:
1. C -0.3817
2. C -0.4201
3. N -0.9205
4. C -0.0694
5. N -0.8844
6. H 0.2566